Entry 1:
Computed, not measured: 3 unconnected molecules or ions with the total composition C16H28Cl4F4NO, with ωB97M-V/def2-TZVPD.

Structure (XYZ):
```
54
Properties=species:S:1:pos:R:3:forces:R:3:nbo_charge:R:1
Cl 2.4570 -0.0329 -1.2004 1.20 0.44 -0.09 -0.054
Cl 2.3996 3.8321 -0.9695 -0.04 0.07 -0.19 -0.062
Cl 2.9696 1.6853 1.6870 0.03 -0.05 0.20 -0.065
Cl 4.2823 6.4688 0.0737 0.02 -0.01 -0.02 -0.060
F -3.4478 0.8043 0.0215 -0.21 0.24 0.39 -0.334
F -2.3372 2.7237 -1.2733 0.72 0.43 0.31 -0.325
F -3.0739 -0.6350 -1.5319 0.01 -0.46 -0.22 -0.344
F -1.2561 1.3598 -2.6603 0.60 0.15 0.13 -0.327
O 0.4186 -3.0557 1.3057 -0.08 -0.36 -0.01 -0.378
N -0.7034 -2.9787 0.6819 0.24 1.77 -0.08 0.014
C -0.3055 1.1311 0.1458 -0.27 0.02 0.09 -0.628
C 0.7897 -3.2264 -1.2108 -0.42 0.31 -0.26 -0.595
C 1.9471 5.0558 0.2401 -0.10 -0.01 0.15 -0.389
C -1.5071 -2.5501 2.9284 0.15 0.29 -0.07 -0.598
C -2.4848 0.3670 -0.8247 0.50 0.42 0.09 0.638
C -1.5200 -0.6654 1.3315 0.43 -0.83 -0.64 -0.412
C -0.5594 -2.6059 -0.7375 0.89 -1.07 -1.85 0.100
C 4.0143 0.5998 -0.5937 0.20 0.03 -0.18 -0.387
C 2.5082 6.4163 -0.0873 -0.09 0.08 0.01 -0.386
C -1.2269 -0.0997 -0.0865 0.70 0.25 -0.06 -0.100
C -3.1727 -2.5536 1.1256 0.58 -1.24 -0.38 -0.628
C 4.0986 0.5473 0.9088 0.12 -0.11 0.03 -0.385
C -1.6170 -3.2907 -1.6587 0.17 -0.30 0.43 -0.620
C -0.4298 -1.0798 -1.0154 0.24 -0.33 1.18 -0.430
C -1.7044 -2.1982 1.4311 -1.33 0.17 1.82 0.097
C -2.3179 1.5143 -1.8524 -1.77 -0.53 -0.64 0.520
H 2.1049 7.1552 0.6038 0.01 -0.05 0.04 0.223
H -0.6757 -0.4217 1.9751 0.10 0.10 -0.18 0.220
H -0.6619 -2.0084 3.3505 0.10 -0.12 -0.07 0.216
H -1.3065 -3.6116 3.0638 -0.22 -0.02 0.01 0.227
H 3.8819 -0.4487 1.2892 -0.09 0.03 -0.03 0.229
H -1.9400 -2.6258 -2.4547 -0.29 0.11 0.18 0.217
H -1.1439 -4.1306 -2.1703 -0.04 -0.09 0.16 0.211
H 0.7674 -3.2130 -2.3044 0.16 0.06 0.05 0.198
H 2.2536 6.7183 -1.1004 0.06 -0.06 -0.02 0.224
H 0.6429 -0.8347 -0.9079 -1.36 -0.36 0.30 0.236
H 1.6472 -2.6544 -0.8749 0.07 -0.17 0.15 0.218
H 0.2475 1.3993 -0.7497 -0.27 0.29 -0.08 0.232
H -2.4537 -3.7143 -1.1071 -0.16 0.26 -0.13 0.218
H -3.8155 -2.0998 1.8747 -0.06 0.33 -0.24 0.218
H 0.8725 -4.2623 -0.8866 -0.01 0.02 0.03 0.223
H 0.4547 0.9003 0.8904 -0.12 -0.17 -0.06 0.230
H -2.3843 -2.2395 3.4984 -0.06 -0.16 -0.07 0.201
H -3.2079 1.4852 -2.4900 0.00 -0.14 -0.02 0.138
H -3.2788 -3.6369 1.2677 -0.07 0.06 -0.06 0.212
H -2.3962 -0.2132 1.7952 0.02 0.12 -0.18 0.237
H -3.4903 -2.3508 0.1053 -0.11 0.35 0.16 0.223
H -0.8779 1.9803 0.5249 0.07 0.04 -0.07 0.217
H 5.1026 0.8248 1.2262 -0.01 0.06 -0.03 0.226
H 4.1287 1.6150 -0.9647 -0.07 0.01 0.05 0.234
H 0.8587 5.0997 0.2539 0.01 0.03 -0.06 0.226
H 4.8010 -0.0162 -1.0277 -0.03 -0.05 0.05 0.225
H 2.2880 4.7070 1.2131 0.09 -0.03 -0.06 0.227
H -0.6400 -0.9366 -2.0725 -0.20 0.18 0.05 0.233
```
Positions in Å, forces in eV/Å.

## Properties
Spin multiplicity: 2
Kohn-Sham gap (alpha / beta) in eV: 9.02 / 9.82
F_max in eV/Å: 2.3
HOMO (alpha / beta) in eV: -8.398 / -9.482



Entry 2:
Computed, not measured: a molecular structure, C6H4F2KO2Zn2, with ωB97M-V/def2-TZVPD.

Structure (XYZ):
```
17
Properties=species:S:1:pos:R:3:forces:R:3:nbo_charge:R:1
Zn 4.8362 -2.8314 -1.8929 -0.88 -1.22 -1.60 1.357
Zn 2.6000 -5.9120 -4.7837 1.39 1.28 0.69 1.376
K 0.9373 -6.1859 0.6546 -0.19 -0.11 0.18 0.999
F 5.4525 -4.9882 -3.9749 -1.97 0.56 0.73 -0.691
F 1.9965 -3.6042 -2.5946 1.72 -0.66 -0.04 -0.785
O -0.9924 1.0688 -1.4660 -0.08 -0.12 1.70 -0.319
O -1.6160 2.8913 3.6121 0.09 -1.03 -2.39 -0.290
C -0.3814 1.5583 1.9958 -0.45 -0.18 1.81 -0.141
C -2.3746 2.8098 1.3339 -1.03 0.48 -2.91 -0.201
C -1.1606 1.3768 -0.3038 -1.20 1.40 -2.63 0.501
C -1.5348 2.4662 2.4758 1.16 0.14 1.65 0.488
C -2.3016 2.3548 0.0479 0.90 0.24 2.84 -0.142
C -0.2831 1.0470 0.8068 0.56 -0.95 -0.37 -0.260
H 0.4541 0.2918 0.5773 0.20 -0.04 -0.06 0.256
H -2.9648 3.7053 1.4610 -0.41 0.16 0.35 0.294
H -2.9235 2.7760 -0.7282 -0.05 -0.34 -0.27 0.289
H 0.2562 1.1756 2.7791 0.24 0.38 0.32 0.272
```
Positions in Å, forces in eV/Å.

## Properties
Kohn-Sham gap in eV: 1.58
F_max in eV/Å: 3.2
Net charge: +3
HOMO in eV: -16.720



Entry 3:
Computed, not measured: C5H11NO in the gas phase, with ωB97M-V/def2-TZVPD.

Structure (XYZ):
```
18
Properties=species:S:1:pos:R:3:forces:R:3:nbo_charge:R:1
O 1.8058 -0.8026 -1.6470 -0.14 -0.22 0.03 -0.715
N -0.1372 0.3298 0.6310 0.18 0.12 -0.07 -0.400
C -1.8988 -0.9634 -0.5658 0.02 -0.04 -0.03 -0.622
C 0.5801 0.6051 1.7605 0.01 -0.03 0.32 -0.286
C -1.5689 0.1094 0.4631 -0.10 0.00 0.02 -0.214
C 0.7036 0.8712 -0.2765 -0.13 0.00 -0.23 -0.023
C 2.0033 0.2284 -0.6827 0.15 0.28 0.26 -0.120
H 0.7579 -0.1771 2.5015 -0.04 0.13 -0.10 0.169
H -2.0178 1.0674 0.1589 0.04 -0.12 0.06 0.192
H -2.9763 -0.9769 -0.7624 0.17 -0.01 0.03 0.217
H 2.6265 0.9765 -1.1827 -0.06 -0.10 0.13 0.187
H 1.3381 -1.5096 -1.1832 0.03 0.06 -0.21 0.461
H 0.8293 1.6286 2.0073 -0.03 -0.10 -0.10 0.177
H 0.2820 1.5965 -0.9861 0.05 -0.10 0.07 0.167
H -1.6046 -1.9572 -0.2118 -0.01 0.14 -0.04 0.207
H -1.9684 -0.1385 1.4515 0.06 0.03 -0.13 0.209
H 2.5604 -0.1447 0.1837 -0.14 -0.03 -0.14 0.175
H -1.3828 -0.7669 -1.5119 -0.07 -0.01 0.14 0.220
```
Positions in Å, forces in eV/Å.

## Properties
Energy relative to the best compared isomer or geometry (same formula, charge and spin) in kJ/mol: 415.5
Kohn-Sham gap (alpha / beta) in eV: 8.32 / 8.32
F_max in eV/Å: 0.4
HOMO (alpha / beta) in eV: -7.751 / -7.752



Entry 4:
Computed, not measured: 2 unconnected molecules or ions with the total composition C10H15NO2, with ωB97M-V/def2-TZVPD.

Structure (XYZ):
```
28
Properties=species:S:1:pos:R:3:forces:R:3:nbo_charge:R:1
O -2.0064 1.0090 -0.3978 1.12 -0.01 0.32 -0.702
O 1.1390 0.9156 -0.4237 -0.19 0.36 -0.46 -0.639
N 2.5787 0.1670 -1.9670 -0.04 0.10 0.39 -0.820
C 1.4452 3.5845 -1.8475 -0.01 -0.53 -2.51 -0.610
C 1.2583 2.1849 -2.4677 -0.71 -1.07 0.53 -0.502
C 1.6365 1.0577 -1.5322 0.07 0.15 0.89 0.685
C -1.4991 -0.0286 0.3895 -1.28 0.24 0.48 0.291
C -1.4915 -2.4601 0.6370 -0.20 2.11 -0.30 -0.188
C -1.2219 -1.0083 2.5385 1.00 1.03 -0.10 -0.193
C -1.6814 -1.2799 -0.1301 -0.21 -1.42 0.28 -0.258
C -1.2379 -2.2897 1.9812 0.18 -0.90 0.41 -0.064
C -1.1940 0.1375 1.7596 -0.55 -1.04 -0.70 -0.233
C -0.9000 -3.4484 2.8617 1.04 -1.36 1.20 -0.640
H 0.7670 4.2297 -2.4120 -0.05 0.19 0.32 0.213
H -2.1176 -1.3675 -1.1123 0.23 0.10 -0.30 0.215
H 3.2858 0.5434 -2.5758 0.12 -0.27 -0.10 0.385
H 1.1666 3.5927 -0.8061 0.52 0.11 0.32 0.235
H 0.1273 -3.4509 3.2706 -0.18 1.16 0.14 0.217
H 1.7248 1.9554 -3.4269 0.19 0.74 -0.06 0.208
H 2.4374 3.8923 -2.2025 0.01 0.32 1.20 0.214
H -0.7226 -4.4312 2.4059 -1.22 0.15 -0.65 0.220
H -1.2742 1.6277 -0.4842 0.07 0.36 -0.10 0.479
H -1.5365 -3.5699 3.7545 -0.01 0.05 -0.48 0.217
H 0.1959 1.9992 -2.6290 -0.19 0.06 -0.09 0.232
H 2.8749 -0.4132 -1.1861 0.22 -0.02 -0.47 0.402
H -0.9903 1.0816 2.2320 -0.29 0.37 -0.15 0.217
H -1.6501 -3.4103 0.1650 0.18 -0.40 0.07 0.211
H -1.1140 -0.8202 3.6056 0.17 -0.57 -0.07 0.208
```
Positions in Å, forces in eV/Å.

## Properties
Energy relative to the best compared isomer or geometry (same formula, charge and spin) in kJ/mol: 102.0
Kohn-Sham gap in eV: 8.89
F_max in eV/Å: 2.6
HOMO in eV: -8.163
SMILES: Cc1ccc(O)cc1.CCC(N)=O



Repeat the second record exactly.
Computed, not measured: a molecular structure, C6H4F2KO2Zn2, with ωB97M-V/def2-TZVPD.

Structure (XYZ):
```
17
Properties=species:S:1:pos:R:3:forces:R:3:nbo_charge:R:1
Zn 4.8362 -2.8314 -1.8929 -0.88 -1.22 -1.60 1.357
Zn 2.6000 -5.9120 -4.7837 1.39 1.28 0.69 1.376
K 0.9373 -6.1859 0.6546 -0.19 -0.11 0.18 0.999
F 5.4525 -4.9882 -3.9749 -1.97 0.56 0.73 -0.691
F 1.9965 -3.6042 -2.5946 1.72 -0.66 -0.04 -0.785
O -0.9924 1.0688 -1.4660 -0.08 -0.12 1.70 -0.319
O -1.6160 2.8913 3.6121 0.09 -1.03 -2.39 -0.290
C -0.3814 1.5583 1.9958 -0.45 -0.18 1.81 -0.141
C -2.3746 2.8098 1.3339 -1.03 0.48 -2.91 -0.201
C -1.1606 1.3768 -0.3038 -1.20 1.40 -2.63 0.501
C -1.5348 2.4662 2.4758 1.16 0.14 1.65 0.488
C -2.3016 2.3548 0.0479 0.90 0.24 2.84 -0.142
C -0.2831 1.0470 0.8068 0.56 -0.95 -0.37 -0.260
H 0.4541 0.2918 0.5773 0.20 -0.04 -0.06 0.256
H -2.9648 3.7053 1.4610 -0.41 0.16 0.35 0.294
H -2.9235 2.7760 -0.7282 -0.05 -0.34 -0.27 0.289
H 0.2562 1.1756 2.7791 0.24 0.38 0.32 0.272
```
Positions in Å, forces in eV/Å.

## Properties
Kohn-Sham gap in eV: 1.58
F_max in eV/Å: 3.2
Net charge: +3
HOMO in eV: -16.720